(1)
Formula: C24H22FeN5O9
Source: OMol25
Level of theory: ωB97M-V with the def2-TZVPD basis set

Properties
total energy: -3142.39139 Eh
relative energy (zero: lowest compared OMol25 entry of this formula, charge and spin): 21.6 kcal per mole
HOMO-LUMO gap (alpha / beta): 4.6 / 4.7 eV
HOMO (alpha / beta): -3.7 / -3.8 eV
E_LUMO (alpha / beta): 0.84 / 0.84 eV

```
! RIJCOSX wB97M-V def2-TZVPD def2/J DEFGRID3
* xyz -1 5
C -3.007 1.534 -3.083
O 1.551 -0.329 -0.284
H 2.535 5.650 -2.411
C 0.975 -4.945 -1.782
H -2.199 4.527 -3.589
H 1.779 0.316 3.806
H 1.566 4.136 -2.555
C -0.363 0.221 4.106
C 3.153 -3.776 -1.918
H -0.561 -3.548 -1.017
O 2.953 4.038 -1.069
H 4.393 2.720 0.236
N -2.072 0.749 1.114
O 1.201 2.805 -0.267
N 2.962 -6.169 -2.427
C -1.404 -0.002 5.008
C 2.641 -2.606 -1.452
C -4.758 -0.029 -2.821
C 2.355 -4.965 -1.995
O 4.149 -6.153 -2.839
H -5.223 -0.697 -0.928
C 2.008 4.842 -1.801
C -3.237 0.479 0.523
H 2.179 1.460 1.551
C 0.783 -1.342 -0.478
N -1.897 0.410 2.358
C -4.534 -0.143 -1.481
N 3.415 2.559 0.472
C -2.520 1.279 -1.698
H -5.609 -0.591 -3.230
C -1.707 3.607 -3.287
C -3.941 0.683 -3.676
C 0.483 -3.715 -1.217
H 0.436 -5.861 -1.901
O -0.476 -1.200 -0.320
C 0.967 -0.132 4.370
H 4.263 -3.890 -1.989
H -4.197 0.732 -4.730
C 1.313 -2.615 -1.039
Fe -0.157 0.978 0.138
H 3.265 -1.702 -1.419
C 0.145 -1.333 6.300
H -1.978 -1.150 6.721
C 2.397 3.111 -0.252
O -1.388 1.729 -1.323
H 3.356 0.585 0.959
C -1.186 -0.875 6.045
C -3.417 0.528 -0.894
H -1.623 3.568 -2.223
H -2.365 0.464 4.824
C 1.174 -0.924 5.515
O 0.091 1.520 2.163
O 2.236 -7.211 -2.483
H 2.226 -1.287 5.643
H 0.399 -1.933 7.194
C -0.717 0.808 2.848
N 3.195 1.510 1.389
O -2.542 2.541 -3.822
H 1.273 5.284 -1.087
H -0.719 3.484 -3.740
H -4.022 0.269 1.247
*
```

Here are the Löwdin charges for atoms 1 to 2, given in e: number 1, C, carries -0.209; number 2, O, carries -0.082


(2)
Formula: C24H22N4O3S
Source: OMol25
Level of theory: ωB97M-V with the def2-TZVPD basis set

Properties
total energy: -1770.74393 Eh
relative energy (zero: lowest compared OMol25 entry of this formula, charge and spin): 7.2 kcal per mole
HOMO-LUMO gap: 8.2 eV
HOMO: -8.0 eV
E_LUMO: 0.18 eV
structure (SMILES): COc1cccc(/N=C2\S[C@H](CC(=O)Nc3ccccc3)C(=O)N2Cc2ccccn2)c1

```
! RIJCOSX wB97M-V def2-TZVPD def2/J DEFGRID3
* xyz 0 1
H -6.312 -0.068 -0.878
H -0.397 4.500 0.750
C 1.116 -3.000 0.063
C 5.273 -1.876 -0.554
C -1.548 -3.069 0.875
O 2.207 3.740 0.321
C -4.552 1.026 -0.373
H 2.024 1.128 -2.017
H 4.005 0.735 1.165
H -3.752 -1.481 0.595
C 0.456 2.742 1.633
C -0.823 -4.252 0.719
N 3.799 -0.581 -1.908
C -3.205 1.249 -0.652
C -2.582 0.520 -1.659
H 5.929 -2.728 -0.464
H -5.034 1.585 0.418
C 4.195 0.048 0.354
H -2.813 -0.984 -3.148
C 2.608 1.350 -1.121
H -5.205 -1.363 -2.667
C -4.647 -0.631 -2.104
H 4.770 -2.221 -2.621
C -1.303 2.738 -0.088
C 0.969 0.482 0.455
H -4.571 -2.414 1.872
N 1.065 -0.647 -0.071
C 4.627 -1.598 -1.748
C -0.751 3.527 1.098
H 2.146 -2.948 -0.253
H -1.479 -0.923 0.713
C 1.562 2.758 0.588
C 3.575 0.222 -0.881
C -3.306 -0.416 -2.375
N 1.716 1.540 0.005
S 0.027 0.995 1.904
H -1.540 0.684 -1.879
N -2.516 2.176 0.146
H -1.491 3.665 1.886
C 5.052 -1.025 0.519
C -3.606 -2.060 1.512
C -5.268 0.095 -1.100
H 1.046 -5.131 0.192
H 3.135 2.300 -1.257
O -0.658 2.593 -1.102
C -0.935 -1.850 0.629
O -2.841 -3.217 1.278
H 0.811 3.177 2.569
C 0.402 -1.816 0.233
C 0.496 -4.210 0.315
H -3.145 -1.424 2.276
H 5.540 -1.196 1.468
H -3.005 2.446 0.988
H -1.321 -5.188 0.916
*
```

Here are the Löwdin charges for atoms 1 to 2, given in e: number 1, H, carries 0.105; number 2, H, carries 0.135


(3)
Formula: C24H22N6O2Os
Source: OMol25
Level of theory: ωB97M-V with the def2-TZVPD basis set

Properties
total energy: -1496.93046 Eh
relative energy (zero: lowest compared OMol25 entry of this formula, charge and spin): 0.2 kcal per mole
HOMO-LUMO gap (alpha / beta): 7.4 / 5.4 eV
HOMO (alpha / beta): -13.8 / -13.9 eV
E_LUMO (alpha / beta): -6.37 / -8.47 eV

```
! RIJCOSX wB97M-V def2-TZVPD def2/J DEFGRID3
* xyz 2 5
H 3.539 0.533 -4.173
O -1.680 1.103 -1.059
H -1.432 -1.943 -2.662
H 2.258 4.270 -2.497
O 1.092 -1.350 -0.059
N -0.695 -1.274 -2.869
C 1.410 2.487 -1.658
C -2.962 1.010 -0.688
C -2.583 -1.037 0.682
C 3.686 -4.238 1.448
C -3.419 -0.025 0.167
H 4.742 -4.201 1.219
C -5.660 0.888 0.061
C -4.789 -0.057 0.528
H -1.051 -0.657 -3.594
H 0.630 4.931 1.294
N 0.517 1.592 1.003
C 2.961 2.506 -3.483
C 0.449 2.211 3.304
H -3.490 2.745 -1.811
C 0.568 3.896 1.603
C 0.463 1.267 2.308
C 0.578 -2.287 0.752
H 3.227 -2.455 0.354
C 3.179 -5.267 2.232
H 0.473 4.330 3.690
C 0.968 -4.349 2.053
C 2.212 3.192 -2.561
C 0.489 3.555 2.936
C 1.823 -5.321 2.534
C 0.595 2.871 0.660
H -5.871 2.646 -1.160
C 2.932 1.109 -3.491
H 0.060 -1.810 -3.288
H -5.134 -0.848 1.183
H 1.435 -6.125 3.144
Os -0.143 0.010 -0.675
C -3.854 1.964 -1.159
H -6.704 0.859 0.337
H -3.003 -1.792 1.340
N 1.312 1.146 -1.727
H 3.594 3.045 -4.175
H 0.404 1.911 4.340
H 0.419 0.208 2.532
C 1.476 -3.314 1.262
C 2.838 -3.260 0.960
N 0.699 3.191 -0.702
N -0.683 -2.246 1.062
N -1.296 -1.171 0.436
H 2.039 -0.601 -2.564
H -0.089 -4.383 2.281
H 3.844 -6.031 2.611
H 0.708 4.187 -0.867
C -5.184 1.898 -0.786
C 2.105 0.478 -2.609
*
```

Here are the Löwdin charges for atoms 1 to 2, given in e: number 1, H, carries 0.128; number 2, O, carries -0.240